Record 1
Computed, not measured: a structure of composition C29H22N5O4ReS4, with ωB97M-V with the def2-TZVPD basis set.

Last column: Mulliken spin population.
Positions of all 65 atoms, in Å:
Re (-0.324, 0.662, 0.386)  0.77
N (-2.064, 4.608, -0.632)  0.00
C (-1.739, 3.424, -0.083)  0.00
S (-1.200, 2.131, -1.137)  0.06
N (-1.838, 3.244, 1.185)  0.01
N (-1.474, 1.976, 1.597)  -0.01
C (-1.714, 1.779, 2.846)  0.03
C (-1.490, 0.539, 3.531)  0.01
C (-1.478, 0.487, 4.931)  0.00
C (-1.267, -0.709, 5.580)  0.01
C (-1.094, -1.876, 4.830)  0.01
C (-1.132, -1.851, 3.450)  0.00
C (-1.335, -0.639, 2.786)  0.03
O (-1.412, -0.616, 1.453)  0.07
H (-2.061, 4.726, -1.628)  0.00
H (-2.480, 5.318, -0.055)  0.00
H (-2.125, 2.623, 3.390)  -0.01
H (-1.626, 1.400, 5.496)  0.00
H (-1.245, -0.746, 6.660)  0.00
H (-0.927, -2.817, 5.338)  0.00
H (-1.001, -2.750, 2.863)  0.00
S (5.479, 2.365, -3.431)  0.00
C (6.627, 3.223, -2.505)  0.00
C (6.324, 3.207, -1.178)  0.00
C (5.143, 2.474, -0.901)  0.00
C (4.575, 1.946, -2.028)  0.00
C (3.372, 1.119, -2.104)  0.00
C (2.378, 1.277, -1.121)  0.01
N (1.285, 0.537, -1.085)  0.03
C (1.071, -0.374, -2.066)  0.00
C (1.984, -0.587, -3.097)  0.01
C (1.670, -1.572, -4.093)  -0.01
C (0.507, -2.256, -4.053)  0.00
C (-0.458, -2.019, -3.016)  0.00
C (-1.700, -2.663, -2.944)  0.00
C (-2.585, -2.357, -1.931)  -0.01
C (-2.184, -1.400, -0.980)  -0.01
N (-1.013, -0.792, -1.015)  0.01
C (-0.157, -1.082, -2.029)  -0.01
C (-3.904, -2.983, -1.809)  0.00
C (-4.880, -2.727, -0.884)  0.00
C (-6.034, -3.529, -1.058)  0.00
C (-5.916, -4.383, -2.110)  0.00
S (-4.420, -4.206, -2.908)  0.00
C (3.161, 0.175, -3.087)  -0.01
H (7.460, 3.704, -2.991)  0.00
H (6.926, 3.691, -0.424)  0.00
H (4.759, 2.301, 0.096)  0.00
H (2.484, 2.030, -0.354)  -0.01
H (2.385, -1.751, -4.886)  0.00
H (0.277, -2.991, -4.813)  0.00
H (-1.958, -3.393, -3.702)  0.00
H (-2.828, -1.129, -0.159)  0.00
H (-4.790, -1.992, -0.097)  0.00
H (-6.908, -3.477, -0.426)  0.00
H (-6.634, -5.104, -2.466)  0.00
H (3.906, 0.011, -3.857)  0.00
C (1.946, 0.371, 3.761)  0.00
S (2.008, 0.563, 2.018)  0.00
O (3.386, 0.639, 1.647)  0.00
O (1.233, -0.552, 1.391)  0.00
O (1.183, 1.767, 1.626)  0.02
H (2.573, -0.485, 4.002)  0.00
H (0.922, 0.214, 4.086)  0.00
H (2.366, 1.277, 4.195)  0.00

Computed properties:
⟨S²⟩ = 0.758
net charge = +1
E_HOMO (spin up / spin down) = -10.33 / -10.66 eV
2S+1 = 2
ΔE to the lowest compared entry with this formula, charge and spin = 6.0 kJ/mol

Record 2
Computed, not measured: a structure of composition C29H23AuN2O4PS2, with ωB97M-V with the def2-TZVPD basis set.

Last column: Mulliken spin population.
Positions of all 62 atoms, in Å:
Au (0.151, 0.918, 0.119)  0.46
O (-3.098, 3.117, 0.047)  0.06
C (-2.551, 2.164, 0.563)  0.03
O (-1.322, 2.211, 1.021)  0.18
C (-3.325, 0.870, 0.758)  0.02
C (-4.698, 0.932, 0.549)  -0.01
C (-5.501, -0.182, 0.737)  0.01
C (-4.938, -1.388, 1.127)  0.00
C (-3.570, -1.473, 1.325)  0.00
C (-2.759, -0.351, 1.150)  -0.03
P (-0.994, -0.559, 1.453)  0.13
C (-0.566, -2.256, 1.017)  -0.01
C (-0.644, -2.616, -0.330)  0.03
C (-0.298, -3.894, -0.725)  -0.01
C (0.138, -4.818, 0.219)  0.01
C (0.221, -4.462, 1.556)  0.00
C (-0.131, -3.180, 1.960)  0.01
C (-0.658, -0.310, 3.197)  0.00
C (-1.688, -0.150, 4.118)  0.01
C (-1.385, 0.039, 5.459)  0.00
C (-0.064, 0.069, 5.876)  0.01
C (0.967, -0.085, 4.956)  0.00
C (0.673, -0.268, 3.617)  0.01
H (-5.119, 1.878, 0.238)  0.00
H (-6.568, -0.108, 0.577)  0.00
H (-5.558, -2.262, 1.272)  0.00
H (-3.128, -2.420, 1.609)  0.00
H (-0.983, -1.895, -1.067)  0.01
H (-0.365, -4.174, -1.769)  0.00
H (0.412, -5.817, -0.091)  0.00
H (0.556, -5.182, 2.291)  0.00
H (-0.072, -2.909, 3.006)  0.00
H (-2.721, -0.167, 3.792)  0.00
H (-2.185, 0.166, 6.176)  0.00
H (0.167, 0.218, 6.923)  0.00
H (1.997, -0.054, 5.283)  0.00
H (1.476, -0.381, 2.896)  0.00
O (3.376, 1.258, -4.481)  0.01
C (3.551, 0.007, -4.039)  0.04
C (4.274, -0.845, -4.880)  -0.02
C (4.506, -2.150, -4.520)  0.03
C (4.029, -2.662, -3.306)  0.00
C (3.323, -1.840, -2.471)  0.00
C (3.065, -0.493, -2.808)  0.05
C (2.302, 0.281, -1.847)  -0.06
O (1.936, -0.192, -0.761)  0.12
N (2.007, 1.604, -2.209)  0.48
N (1.203, 2.213, -1.373)  0.16
C (0.952, 3.494, -1.670)  0.06
S (-0.126, 4.375, -0.692)  0.16
C (0.294, 5.972, -1.450)  0.00
C (0.607, 5.732, -2.912)  0.00
S (1.682, 4.272, -3.018)  0.06
H (2.857, 1.758, -3.825)  0.00
H (4.638, -0.440, -5.814)  0.00
H (5.068, -2.790, -5.189)  0.00
H (4.219, -3.690, -3.034)  0.00
H (2.940, -2.204, -1.527)  0.00
H (1.146, 6.387, -0.912)  0.01
H (-0.566, 6.627, -1.323)  0.00
H (1.142, 6.571, -3.353)  0.00
H (-0.293, 5.532, -3.492)  0.00

Computed properties:
⟨S²⟩ = 2.018
net charge = +1
E_HOMO (spin up / spin down) = -10.54 / -11.22 eV
2S+1 = 3
ΔE to the lowest compared entry with this formula, charge and spin = 0.0 kJ/mol

Record 3
Computed, not measured: a cluster of 2 separate species, C29H23Cl3P in total, with ωB97M-V with the def2-TZVPD basis set.

Last column: Mulliken charge in e.
Positions of all 56 atoms, in Å:
Cl (-5.024, -2.640, 4.172)  -0.19
C (-3.658, -1.993, 3.353)  0.34
C (-3.845, -1.197, 2.213)  -0.88
C (-2.736, -0.647, 1.572)  -0.04
C (-1.438, -0.893, 2.062)  -0.18
P (-0.072, -0.035, 1.161)  0.70
C (-0.130, 1.584, 2.050)  -0.22
C (0.784, 2.559, 1.603)  0.04
C (0.862, 3.793, 2.244)  -0.81
C (0.023, 4.058, 3.338)  0.31
Cl (0.141, 5.564, 4.158)  -0.20
C (-0.908, 3.109, 3.773)  -0.91
C (-0.980, 1.870, 3.129)  0.16
C (1.358, -0.782, 2.056)  -0.23
C (1.803, -2.022, 1.558)  -0.18
C (2.836, -2.704, 2.198)  -0.78
C (3.430, -2.147, 3.340)  0.30
Cl (4.681, -2.999, 4.155)  -0.19
C (3.013, -0.904, 3.829)  -0.86
C (1.973, -0.225, 3.188)  0.14
C (-1.264, -1.711, 3.190)  -0.05
C (-2.373, -2.265, 3.835)  -0.91
H (-4.847, -1.012, 1.843)  0.42
H (-2.875, -0.005, 0.700)  0.38
H (1.443, 2.339, 0.761)  0.37
H (1.565, 4.548, 1.909)  0.42
H (-1.567, 3.329, 4.606)  0.42
H (-1.692, 1.133, 3.494)  0.31
H (1.321, -2.457, 0.681)  0.39
H (3.183, -3.662, 1.825)  0.42
H (3.491, -0.470, 4.702)  0.43
H (1.645, 0.730, 3.593)  0.32
H (-0.272, -1.912, 3.589)  0.32
H (-2.238, -2.899, 4.705)  0.42
C (-1.214, 0.709, -2.613)  -0.59
C (-2.252, -0.439, -2.874)  -0.75
C (-1.383, -1.653, -3.071)  -0.34
C (-0.042, -1.336, -2.950)  -0.76
C (0.126, 0.036, -2.647)  0.88
C (1.369, 0.737, -2.534)  1.06
C (2.606, 0.036, -2.558)  -0.45
C (3.808, 0.721, -2.426)  -0.83
C (3.822, 2.114, -2.272)  -0.36
C (2.612, 2.824, -2.245)  -0.81
C (1.403, 2.152, -2.371)  -0.20
H (-1.307, 1.491, -3.383)  0.50
H (-1.390, 1.191, -1.639)  0.20
H (-2.931, -0.531, -2.015)  0.30
H (-2.864, -0.198, -3.754)  0.37
H (-1.802, -2.636, -3.283)  0.46
H (0.795, -2.027, -3.061)  0.44
H (2.597, -1.049, -2.682)  0.24
H (4.745, 0.163, -2.446)  0.42
H (4.768, 2.646, -2.175)  0.43
H (2.608, 3.908, -2.126)  0.42
H (0.462, 2.709, -2.354)  0.37

Computed properties:
net charge = +1
E_HOMO = -10.74 eV

Record 4
Computed, not measured: a structure of composition C29H23ClIrN2O3PS2, with ωB97M-V with the def2-TZVPD basis set.

Last column: Mulliken charge in e.
Positions of all 62 atoms, in Å:
Ir (-0.622, -1.924, -0.441)  1.48
O (3.936, -2.322, -1.162)  -0.73
C (4.301, -1.872, 0.053)  0.48
C (5.671, -1.751, 0.298)  -0.77
C (6.126, -1.289, 1.513)  -0.28
C (5.228, -0.935, 2.519)  -0.88
C (3.876, -1.058, 2.286)  -0.43
C (3.386, -1.526, 1.062)  0.10
C (1.930, -1.645, 0.842)  1.10
O (1.516, -1.958, -0.345)  -1.15
N (1.139, -1.428, 1.861)  -0.59
N (-0.220, -1.527, 1.545)  0.00
C (-0.953, -1.335, 2.588)  0.04
S (-2.690, -1.418, 2.583)  0.06
C (-2.852, -0.517, 4.148)  -0.64
C (-1.739, -0.998, 5.056)  -0.59
S (-0.186, -0.963, 4.117)  0.06
H (2.957, -2.330, -1.191)  0.38
H (6.353, -2.030, -0.494)  0.45
H (7.192, -1.201, 1.683)  0.37
H (5.587, -0.570, 3.472)  0.40
H (3.158, -0.794, 3.050)  0.47
H (-3.837, -0.744, 4.552)  0.44
H (-2.779, 0.554, 3.960)  0.27
H (-1.928, -2.015, 5.398)  0.31
H (-1.617, -0.349, 5.923)  0.41
O (-3.232, -3.032, -0.254)  -0.66
C (-2.616, -2.007, -0.435)  -0.62
C (-3.376, -0.699, -0.634)  0.53
C (-4.757, -0.621, -0.505)  -0.59
C (-5.378, 0.616, -0.555)  -0.61
C (-4.632, 1.779, -0.727)  -0.60
C (-3.255, 1.708, -0.878)  -0.45
C (-2.639, 0.463, -0.846)  0.20
P (-0.888, 0.140, -1.097)  1.94
C (-0.541, 0.333, -2.860)  -0.19
C (-1.486, 0.814, -3.757)  -0.56
C (-1.164, 0.924, -5.104)  -0.65
C (0.094, 0.555, -5.551)  -0.57
C (1.038, 0.065, -4.655)  -0.63
C (0.721, -0.052, -3.314)  -0.35
C (0.070, 1.463, -0.298)  0.58
C (0.047, 1.594, 1.091)  -0.12
C (0.764, 2.600, 1.714)  -0.65
C (1.510, 3.493, 0.957)  -0.63
C (1.528, 3.381, -0.424)  -0.65
C (0.812, 2.372, -1.052)  -0.83
H (-5.316, -1.533, -0.342)  0.52
H (-6.453, 0.684, -0.445)  0.40
H (-5.127, 2.741, -0.745)  0.45
H (-2.671, 2.609, -1.020)  0.51
H (-2.474, 1.093, -3.416)  0.39
H (-1.904, 1.293, -5.802)  0.41
H (0.338, 0.635, -6.602)  0.38
H (2.015, -0.241, -5.005)  0.45
H (1.444, -0.462, -2.618)  0.46
H (-0.533, 0.909, 1.692)  0.22
H (0.747, 2.678, 2.793)  0.47
H (2.078, 4.275, 1.445)  0.39
H (2.106, 4.077, -1.019)  0.43
H (0.839, 2.292, -2.129)  0.39
Cl (-0.640, -2.991, -2.480)  -0.50

Computed properties:
E_HOMO = -7.96 eV
ΔE to the lowest compared entry with this formula, charge and spin = 0.0 kJ/mol

| no. | strongest force on any atom (eV Å⁻¹) | total energy (Eh) |
| --- | --- | --- |
| 1 | 0.422 | -3363.9971 |
| 2 | 0.195 | -2802.5615 |
| 3 | 1.280 | -2840.5663 |
| 4 | 0.303 | -3156.4913 |